1.
{
  "formula": "C30H27N6O4S4Ti",
  "method": "ωB97M-V/def2-TZVPD",
  "multiplicity": 3,
  "charge": -1,
  "s_squared": 2.02,
  "homo_ev": [-3.60, -4.51],
  "largest_force_ev_per_a": 0.648,
  "gap_ev": [5.816, 6.401],
  "relative_energy_kj_mol": 53.1,
  "e_tot_ha": -4231.3847,
  "lumo_ev": [2.2, 1.9],
  "elements": ["Ti", "O", "C", "C", "C", "C", "C", "C", "C", "O", "N", "N", "C", "C", "C", "C", "C", "C", "N", "H", "H", "H", "H", "H", "H", "H", "H", "H", "H", "C", "C", "O", "N", "C", "C", "C", "C", "C", "C", "N", "H", "H", "H", "H", "H", "H", "H", "H", "H", "H", "S", "C", "N", "C", "C", "C", "C", "C", "C", "S", "H", "H", "H", "H", "C", "O", "C", "S", "S", "H", "H", "H"],
  "positions_angstrom": [[0.111, 0.207, -0.546], [2.765, 2.615, -3.305], [1.850, 3.550, -3.628], [2.300, 4.668, -4.332], [1.419, 5.669, -4.693], [0.070, 5.574, -4.358], [-0.378, 4.468, -3.663], [0.491, 3.442, -3.289], [-0.012, 2.276, -2.534], [0.858, 1.420, -2.037], [-1.287, 2.126, -2.340], [-1.468, 1.013, -1.539], [-2.712, 0.627, -1.285], [-2.805, -0.525, -0.462], [-3.997, -1.181, -0.121], [-3.944, -2.323, 0.636], [-2.696, -2.821, 1.042], [-1.569, -2.124, 0.696], [-1.592, -0.985, -0.022], [2.298, 1.914, -2.796], [3.352, 4.720, -4.582], [1.785, 6.530, -5.239], [-0.621, 6.358, -4.637], [-1.420, 4.366, -3.388], [-3.568, 1.160, -1.678], [-4.938, -0.766, -0.459], [-4.854, -2.829, 0.928], [-2.614, -3.710, 1.649], [-0.587, -2.465, 1.004], [3.078, -0.274, 2.621], [2.421, 0.572, 1.583], [1.701, 0.050, 0.723], [2.636, 1.889, 1.588], [1.950, 2.794, 0.665], [0.518, 2.981, 1.099], [0.127, 4.107, 1.796], [-1.151, 4.157, 2.340], [-1.976, 3.063, 2.195], [-1.516, 1.979, 1.463], [-0.312, 1.944, 0.891], [3.350, -1.219, 2.155], [2.339, -0.471, 3.403], [3.957, 0.208, 3.049], [3.183, 2.274, 2.336], [2.004, 2.373, -0.336], [2.481, 3.742, 0.666], [0.822, 4.928, 1.923], [-1.476, 5.028, 2.895], [-2.950, 3.002, 2.658], [-2.141, 1.103, 1.364], [3.462, -1.939, -0.726], [1.949, -2.395, -1.273], [0.912, -1.650, -1.670], [-0.075, -2.427, -2.281], [-1.181, -1.935, -2.971], [-2.111, -2.820, -3.488], [-1.950, -4.198, -3.347], [-0.830, -4.704, -2.707], [0.101, -3.814, -2.192], [1.625, -4.138, -1.440], [-1.302, -0.868, -3.095], [-2.976, -2.432, -4.013], [-2.692, -4.876, -3.752], [-0.677, -5.772, -2.619], [-0.929, -2.834, 4.382], [-2.079, -2.034, 4.155], [-1.931, -0.722, 3.837], [-3.394, 0.064, 3.567], [-0.375, -0.062, 3.758], [-1.315, -3.831, 4.588], [-0.353, -2.466, 5.231], [-0.276, -2.850, 3.509]],
  "forces_ev_per_a": [[0.5556, 0.0211, -0.3333], [0.0371, 0.0373, -0.0117], [0.0060, 0.0151, 0.0296], [-0.0026, 0.0045, -0.0040], [-0.0015, -0.0059, 0.0025], [-0.0173, 0.0319, -0.0102], [-0.0268, -0.0145, -0.0136], [0.1041, -0.0777, -0.0560], [-0.0553, -0.0959, 0.2382], [0.0001, 0.1644, 0.0478], [0.0362, -0.0670, 0.0067], [-0.3506, 0.2538, -0.1667], [0.0570, -0.1243, 0.1499], [0.1681, 0.1627, -0.0782], [-0.0384, -0.0874, 0.0503], [0.0376, 0.0678, -0.0244], [-0.0586, 0.0044, 0.0054], [0.1350, 0.1341, -0.0510], [-0.3442, -0.2967, 0.1315], [-0.0361, -0.0485, -0.0152], [-0.0144, 0.0047, 0.0008], [-0.0015, -0.0029, 0.0026], [0.0145, -0.0097, 0.0013], [0.0202, 0.0013, -0.0029], [-0.0011, 0.0016, -0.0496], [0.0057, -0.0175, 0.0114], [0.0044, 0.0031, -0.0099], [-0.0025, 0.0022, -0.0103], [0.0336, 0.0073, -0.0006], [0.0279, 0.0297, 0.0353], [0.0977, -0.0969, 0.0312], [-0.2935, -0.0059, -0.0061], [0.0450, 0.0248, -0.0886], [-0.0565, -0.0413, 0.0140], [0.0556, -0.1128, 0.0090], [0.0059, 0.0268, 0.0304], [-0.0214, 0.0010, -0.0134], [0.0071, 0.0431, 0.0015], [0.0152, -0.0126, -0.0161], [-0.0877, 0.0336, -0.0613], [0.0146, 0.0096, -0.0349], [-0.0140, -0.0097, -0.0147], [-0.0360, -0.0029, 0.0211], [0.0151, 0.0226, 0.0696], [0.0037, 0.0039, -0.0481], [0.0171, 0.0259, 0.0161], [0.0071, -0.0119, -0.0004], [0.0049, 0.0008, -0.0033], [0.0171, -0.0208, -0.0094], [0.0091, 0.0382, -0.0177], [0.1673, 0.0505, 0.0432], [-0.1814, -0.0822, -0.1231], [-0.0840, -0.0173, 0.2605], [-0.0747, -0.0343, 0.0325], [0.0257, 0.0111, 0.0380], [-0.0167, -0.0198, -0.0206], [-0.0061, -0.0134, 0.0018], [-0.0304, 0.0219, -0.0284], [0.0111, -0.0244, -0.0930], [0.1197, 0.0891, 0.0707], [-0.0190, 0.0193, -0.0003], [0.0077, -0.0025, 0.0038], [0.0089, 0.0141, 0.0053], [-0.0034, 0.0092, 0.0021], [0.0095, -0.0192, 0.0202], [0.0057, 0.0139, -0.0252], [-0.0434, -0.0382, 0.0592], [0.0346, -0.0291, 0.0211], [-0.0193, 0.0529, -0.0157], [0.0000, -0.0200, 0.0029], [-0.0014, 0.0035, -0.0055], [-0.0086, 0.0004, -0.0043]]
}



2.
{
  "formula": "C3H2EuO2",
  "method": "ωB97M-V/def2-TZVPD",
  "multiplicity": 8,
  "charge": 2,
  "s_squared": 15.76,
  "homo_ev": [-15.87, -15.87],
  "largest_force_ev_per_a": 2.298,
  "gap_ev": [5.298, 5.558],
  "relative_energy_kj_mol": 389.4,
  "e_tot_ha": -975.3889,
  "lumo_ev": [-10.6, -10.3],
  "elements": ["O", "C", "C", "H", "H", "C", "O", "Eu"],
  "positions_angstrom": [[-0.498, -0.370, 0.230], [-1.943, 0.754, 0.952], [-1.577, 1.270, -0.115], [-2.274, 0.590, 1.967], [-1.232, 1.933, -0.894], [0.929, -1.354, -0.183], [2.010, -1.486, -0.561], [4.585, -1.337, -1.397]],
  "forces_ev_per_a": [[-0.0447, 0.7878, -0.4740], [1.1421, 0.5870, -1.1455], [0.4257, -0.9599, 1.5168], [-0.0595, -0.3116, -0.4765], [-0.3737, -0.4716, 0.0660], [-2.0774, -0.0928, 0.9779], [1.8531, 0.5510, -0.7558], [-0.8656, -0.0899, 0.2912]]
}



3.
{
  "formula": "C4H14NOPb",
  "method": "ωB97M-V/def2-TZVPD",
  "charge": -1,
  "homo_ev": [-0.26, -0.71],
  "largest_force_ev_per_a": 3.106,
  "gap_ev": [3.522, 3.993],
  "relative_energy_kj_mol": 87.8,
  "e_tot_ha": -483.4733,
  "lumo_ev": [3.3, 3.3],
  "elements": ["C", "Pb", "N", "H", "H", "H", "H", "H", "H", "H", "H", "C", "C", "C", "O", "H", "H", "H", "H", "H", "H"],
  "positions_angstrom": [[0.682, -2.414, -1.602], [0.190, 0.791, -1.939], [0.528, 2.986, -1.735], [-0.454, 0.460, -3.613], [-0.437, 3.276, -1.871], [1.473, -1.685, -1.826], [0.673, -3.135, -2.451], [-0.293, -1.891, -1.541], [0.959, -2.804, -0.632], [0.871, 3.202, -0.804], [1.131, 3.346, -2.481], [-0.044, -1.372, 1.825], [-0.353, 0.011, 1.499], [-1.074, 0.811, 2.506], [-0.052, 0.542, 0.394], [-0.360, -1.499, 2.865], [1.030, -1.597, 1.790], [-0.642, -2.070, 1.241], [-0.570, 1.778, 2.766], [-2.091, 1.071, 2.184], [-1.166, 0.193, 3.425]],
  "forces_ev_per_a": [[0.1470, 0.3213, -0.9218], [0.8992, -2.9726, -0.0031], [-0.0139, 2.8402, -0.6752], [-0.7256, 0.1852, -1.8376], [0.3273, 0.5167, 0.2217], [-0.4237, -0.0800, -0.0699], [-0.0582, 0.1429, 0.8841], [0.5849, -0.3844, 0.0048], [-0.2323, -0.5735, 0.0758], [-0.1232, -0.0893, -0.2438], [-0.2971, 0.0046, 0.6312], [-0.1131, -0.5803, 1.0429], [-0.2971, 0.8752, 0.6047], [-0.1043, 0.1230, 1.1823], [0.5891, 0.4776, 0.4047], [0.1741, -0.4513, -0.0083], [0.0115, -0.2611, -0.3958], [0.1920, -0.4858, -0.4041], [-0.2003, -0.4459, -0.1714], [-0.2217, 0.1646, -0.1120], [-0.1148, 0.6731, -0.2090]]
}



4.
{
  "formula": "C27H24AsN3O4S2W",
  "method": "ωB97M-V/def2-TZVPD",
  "homo_ev": [-7.03, -7.00],
  "largest_force_ev_per_a": 0.173,
  "gap_ev": [6.766, 6.803],
  "relative_energy_kj_mol": 171.6,
  "e_tot_ha": -4607.8291,
  "lumo_ev": [-0.3, -0.2],
  "elements": ["W", "N", "C", "C", "O", "N", "C", "C", "O", "O", "H", "H", "H", "H", "H", "H", "O", "N", "C", "C", "C", "C", "C", "S", "H", "H", "H", "H", "S", "C", "C", "C", "C", "C", "C", "As", "C", "C", "C", "C", "C", "C", "C", "C", "C", "C", "C", "C", "H", "H", "H", "H", "H", "H", "H", "H", "H", "H", "H", "H", "H", "H"],
  "positions_angstrom": [[0.684, 1.573, -0.031], [0.464, 1.370, 2.214], [-0.565, 2.285, 2.735], [-0.461, 3.567, 1.935], [-1.019, 4.590, 2.281], [0.307, 3.401, 0.826], [0.438, 4.570, -0.025], [1.363, 4.222, -1.174], [1.774, 5.037, -1.963], [1.677, 2.943, -1.198], [0.316, 0.420, 2.545], [1.371, 1.658, 2.575], [-0.452, 2.491, 3.800], [-1.547, 1.845, 2.561], [0.825, 5.430, 0.521], [-0.536, 4.858, -0.433], [1.263, 0.432, -1.734], [2.555, 0.562, -2.057], [2.850, 0.593, -3.367], [4.152, 0.685, -3.781], [5.157, 0.754, -2.819], [4.826, 0.738, -1.484], [3.492, 0.655, -1.086], [2.933, 0.628, 0.547], [1.986, 0.550, -4.012], [4.371, 0.717, -4.838], [6.193, 0.837, -3.118], [5.578, 0.812, -0.713], [-1.293, 1.904, -1.417], [-2.671, 0.939, -0.878], [-3.966, 1.336, -1.221], [-5.053, 0.552, -0.874], [-4.880, -0.647, -0.189], [-3.601, -1.051, 0.154], [-2.508, -0.261, -0.187], [-0.679, -0.667, 0.224], [-0.795, -1.505, 1.977], [-1.774, -1.115, 2.889], [-1.773, -1.628, 4.180], [-0.793, -2.527, 4.571], [0.188, -2.916, 3.669], [0.191, -2.405, 2.379], [-0.199, -2.147, -0.922], [-1.151, -2.831, -1.664], [-0.765, -3.894, -2.472], [0.567, -4.273, -2.536], [1.521, -3.583, -1.800], [1.142, -2.516, -1.000], [-4.111, 2.265, -1.756], [-6.050, 0.880, -1.141], [-5.734, -1.256, 0.076], [-3.451, -1.982, 0.690], [-2.552, -0.422, 2.590], [-2.544, -1.323, 4.876], [-0.794, -2.927, 5.577], [0.954, -3.619, 3.968], [0.961, -2.718, 1.684], [-2.191, -2.534, -1.628], [-1.510, -4.422, -3.053], [0.864, -5.101, -3.167], [2.564, -3.869, -1.855], [1.891, -1.956, -0.450]],
  "forces_ev_per_a": [[0.0977, 0.0061, -0.1423], [-0.0053, 0.0025, -0.0490], [0.0158, -0.0287, 0.0288], [-0.0122, 0.0179, 0.0055], [0.0126, -0.0047, 0.0068], [-0.0696, 0.0459, 0.0550], [0.0400, 0.0140, -0.0342], [-0.0224, -0.0175, 0.0812], [0.0160, 0.0515, -0.0380], [-0.0207, -0.1192, -0.0258], [-0.0217, 0.0077, 0.0165], [-0.0021, 0.0067, -0.0030], [-0.0159, 0.0202, -0.0046], [-0.0020, -0.0071, 0.0031], [0.0017, -0.0137, 0.0109], [0.0063, 0.0007, -0.0032], [-0.0257, 0.0925, 0.0276], [0.0535, -0.0185, -0.0190], [-0.0438, -0.0003, 0.0351], [0.0169, -0.0013, -0.0086], [-0.0059, 0.0009, 0.0019], [0.0026, -0.0002, 0.0029], [-0.0143, 0.0063, -0.0342], [-0.0693, 0.0411, 0.0191], [0.0152, 0.0033, -0.0195], [-0.0057, -0.0004, -0.0013], [0.0008, -0.0003, -0.0016], [-0.0012, 0.0001, 0.0024], [0.1135, -0.0138, 0.0528], [-0.0408, 0.0072, -0.0087], [-0.0118, -0.0036, 0.0040], [0.0093, 0.0055, -0.0020], [-0.0006, -0.0061, 0.0016], [-0.0073, 0.0032, -0.0025], [0.0240, -0.0257, 0.0208], [-0.0433, -0.0425, 0.0017], [0.0333, -0.0255, -0.0123], [-0.0041, 0.0006, 0.0314], [-0.0104, 0.0096, -0.0118], [0.0111, -0.0041, -0.0055], [-0.0060, 0.0056, -0.0009], [-0.0046, -0.0066, 0.0203], [-0.0190, -0.0113, 0.0254], [0.0038, -0.0247, -0.0238], [-0.0041, 0.0059, 0.0028], [0.0097, 0.0122, 0.0075], [-0.0075, -0.0007, 0.0024], [0.0094, -0.0076, -0.0064], [0.0072, 0.0026, -0.0025], [-0.0018, 0.0005, -0.0003], [-0.0011, 0.0007, 0.0008], [-0.0018, 0.0004, -0.0053], [0.0101, 0.0038, -0.0064], [0.0026, -0.0038, 0.0062], [-0.0007, -0.0012, 0.0010], [-0.0012, -0.0012, 0.0053], [-0.0047, 0.0098, -0.0091], [0.0003, 0.0105, 0.0081], [0.0026, -0.0044, -0.0019], [-0.0017, -0.0020, -0.0008], [-0.0009, -0.0049, -0.0049], [-0.0047, 0.0063, 0.0006]]
}



5.
{
  "formula": "C2H11N4P",
  "method": "ωB97M-V/def2-TZVPD",
  "multiplicity": 3,
  "s_squared": 2.01,
  "homo_ev": [-4.66, -9.19],
  "largest_force_ev_per_a": 7.607,
  "gap_ev": [5.657, 8.192],
  "relative_energy_kj_mol": 136.1,
  "e_tot_ha": -642.9901,
  "lumo_ev": [1.0, -1.0],
  "elements": ["C", "C", "N", "N", "N", "N", "P", "H", "H", "H", "H", "H", "H", "H", "H", "H", "H", "H"],
  "positions_angstrom": [[-1.744, -1.037, -0.220], [-1.365, 1.358, 0.335], [1.616, 1.243, 0.744], [1.390, -1.221, 1.021], [1.911, -0.639, -1.496], [-1.031, 0.257, -0.545], [1.310, 0.035, -0.049], [-1.633, -1.761, -0.904], [-1.425, -1.445, 0.686], [-2.829, -0.706, -0.183], [-1.542, 2.218, -0.223], [-2.107, 1.137, 1.051], [-0.411, 1.758, 0.859], [1.833, 2.206, 0.299], [0.668, -1.892, 0.790], [1.309, -0.840, 1.952], [2.777, -0.141, -1.893], [1.272, -0.528, -2.226]],
  "forces_ev_per_a": [[-2.0257, 5.5419, 0.4533], [2.4213, -0.9607, 0.4890], [3.1746, 6.7831, 1.3319], [0.2043, -0.7613, 0.4807], [3.8755, 1.2328, 0.1144], [-2.0890, -0.8809, 0.6558], [-1.0819, -3.7831, -3.4684], [0.6248, -2.2452, -2.9628], [0.3556, -0.2556, 1.9431], [0.9225, -0.9529, 0.3044], [-1.0685, 1.5045, -1.3608], [-1.0856, -0.0651, 0.7993], [-1.3484, -1.2480, -0.4469], [-0.5412, -2.5063, 1.0632], [0.3336, -0.2482, 0.3897], [-0.0912, -0.2638, 0.3663], [-0.9866, -1.0970, 0.8954], [-1.5942, 0.2058, -1.0475]]
}



6.
{
  "formula": "C5H11N2",
  "method": "ωB97M-V/def2-TZVPD",
  "charge": 1,
  "homo_ev": -15.29,
  "largest_force_ev_per_a": 6.520,
  "gap_ev": 11.357,
  "relative_energy_kj_mol": 282.4,
  "e_tot_ha": -306.2759,
  "lumo_ev": -3.9,
  "elements": ["C", "C", "C", "C", "C", "N", "N", "H", "H", "H", "H", "H", "H", "H", "H", "H", "H", "H"],
  "positions_angstrom": [[-0.479, -1.298, 0.282], [-1.899, 0.309, -0.526], [-0.850, 1.184, 0.177], [0.946, -0.241, -1.184], [1.430, 0.015, 1.253], [-1.704, -1.160, -0.024], [0.377, -0.228, 0.255], [-0.136, -2.310, 0.475], [-2.942, 0.558, -0.397], [-1.660, 0.365, -1.575], [-0.422, 2.066, -0.198], [-1.068, 1.346, 1.337], [0.206, -0.841, -1.670], [1.069, 0.754, -1.622], [1.922, -0.719, -1.187], [2.046, 0.995, 1.114], [1.032, 0.023, 2.287], [2.130, -0.818, 1.202]],
  "forces_ev_per_a": [[-3.2384, -2.4592, 0.9536], [0.9228, -0.8185, 1.1130], [-0.8426, -3.9584, 4.2178], [0.4055, 0.1442, 0.7173], [1.1731, 0.6688, 1.2720], [0.8717, 2.1892, -0.9599], [0.9736, 6.0899, -2.1150], [0.4528, 0.1569, 0.3493], [-0.0643, 0.3553, 0.3098], [-0.2241, -0.4311, -0.5933], [0.8609, 0.6909, -1.0981], [0.4616, -0.4948, -2.5042], [0.0947, -0.1020, -1.1204], [-0.2842, -0.1406, 0.3606], [-0.0788, -0.2472, 0.1084], [-1.5089, -1.7140, -0.2611], [-0.0927, 0.0590, -0.7088], [0.1173, 0.0116, -0.0410]]
}